#A
21
Properties=species:S:1:pos:R:3 method="wB97M-V/def2-TZVPD" homo_ha=-0.3253 molar_mass_da=132.159 lumo_ev=0.60 orbital_gap_ev=9.448 smiles="CC(=O)C(C)C.O=CO"
O 2.391 0.814 0.324
O -1.470 1.397 -1.262
O 0.659 1.509 1.572
C 0.245 -1.511 0.580
C 0.509 -0.634 -1.840
C -0.345 -0.726 -0.586
C -1.419 0.607 -0.363
C -1.895 0.727 0.997
C 1.243 1.451 0.476
H 0.705 -1.626 -2.247
H 0.362 -0.922 1.485
H 0.995 2.075 -0.385
H -2.716 1.434 1.083
H 1.239 -1.908 0.354
H -0.786 1.165 1.521
H -1.227 -1.314 -0.883
H 1.476 -0.181 -1.641
H 0.002 -0.066 -2.619
H 2.575 0.262 1.106
H -2.136 -0.218 1.465
H -0.407 -2.336 0.863


#B
21
Properties=species:S:1:pos:R:3 method="wB97M-V/def2-TZVPD" homo_ha=-0.3731 molar_mass_da=132.159 lumo_ev=0.62 orbital_gap_ev=10.769
O -0.917 1.049 -3.206
O -3.382 0.381 -4.033
O -2.302 -0.098 -1.493
C -0.502 -2.385 1.055
C -0.604 -0.233 1.179
C -2.418 -0.103 -3.498
C -0.800 -1.261 0.037
C 0.161 -1.324 1.963
C -2.111 -1.275 -0.712
H -1.228 0.720 -1.747
H -0.140 0.495 -3.345
H -1.564 0.020 1.653
H -0.079 0.702 0.943
H 0.117 -3.223 0.709
H -2.012 -1.102 -3.746
H -1.431 -2.779 1.493
H 1.244 -1.255 1.785
H -2.953 -1.372 -0.008
H -2.147 -2.153 -1.374
H 0.020 -1.181 -0.693
H -0.016 -1.395 3.045


#C
21
Properties=species:S:1:pos:R:3 method="wB97M-V/def2-TZVPD" homo_ha=-0.3544 molar_mass_da=132.159 lumo_ev=0.88 orbital_gap_ev=10.522 smiles="C1CCOC1.CC(=O)O"
O 2.393 0.275 -1.335
O -0.173 -1.638 0.786
O 0.869 1.928 -1.160
C -0.417 -0.863 1.969
C 1.932 1.530 -1.580
C -1.774 -0.198 1.770
C -1.386 -1.738 0.026
C -2.504 -1.255 0.942
C 2.905 2.310 -2.412
H -1.505 -2.786 -0.310
H 3.874 2.394 -1.893
H 3.069 1.809 -3.382
H -2.857 -2.078 1.592
H 1.688 -0.161 -0.783
H 2.518 3.325 -2.601
H 0.417 -0.146 2.098
H -2.275 0.052 2.724
H -1.305 -1.102 -0.877
H -0.424 -1.532 2.850
H -1.666 0.739 1.190
H -3.378 -0.866 0.386


The most stable of them is #C.


#A
9
Properties=species:S:1:pos:R:3 method="wB97M-V/def2-TZVPD" homo_ha="-0.3092 / -0.3149" molar_mass_da=125.174 lumo_ev="-1.23 / -1.02" orbital_gap_ev="7.183 / 7.544"
S 2.618 -1.350 -0.659
S -0.417 0.520 -0.468
O -0.375 1.778 0.385
O -0.511 0.478 -1.914
N -1.719 -0.257 0.197
C 1.957 -0.276 0.275
H -1.756 -0.106 1.233
H -2.085 -1.126 -0.158
H 2.289 0.339 1.110


#B
9
Properties=species:S:1:pos:R:3 method="wB97M-V/def2-TZVPD" homo_ha="-0.3489 / -0.3075" molar_mass_da=125.174 lumo_ev="-0.80 / -2.25" orbital_gap_ev="8.697 / 6.122"
S -1.464 1.854 -0.309
S 2.546 0.047 -0.442
O 1.027 -0.453 -0.817
O 2.561 0.098 1.018
N 0.010 -0.543 0.227
C -1.323 -0.062 -0.150
H 0.293 -0.072 1.107
H -2.046 -0.568 0.612
H -1.604 -0.302 -1.246


The most stable of them is #A.


#A
54
Properties=species:S:1:pos:R:3 method="wB97M-V/def2-TZVPD" homo_ha=-0.3049 molar_mass_da=395.463 lumo_ev=0.64 orbital_gap_ev=8.935 smiles="COc1ccc(-n2ncc3c2CC(C)(C)C[C@@H]3NC(=O)Cc2nonc2C)cc1"
O 3.855 1.102 -2.043
O -7.440 0.457 0.475
O 5.731 -0.148 2.482
N 5.067 0.932 2.035
N -1.970 1.280 0.094
N 2.630 1.244 -0.146
N 6.506 -0.672 1.519
N -1.488 2.474 0.463
C -0.185 2.440 0.268
C -7.995 -0.760 0.911
C 1.471 0.528 -0.629
C -3.345 1.023 0.202
C -5.183 -0.427 0.755
C 6.351 0.062 0.455
C 5.422 1.106 0.792
C 1.413 -0.888 -0.019
C 0.196 1.200 -0.259
C 4.857 2.138 -0.104
C -0.983 -0.866 -0.982
C -3.821 -0.198 0.656
C -4.247 2.036 -0.116
C 7.009 -0.172 -0.846
C 0.182 -1.733 -0.432
C -0.977 0.477 -0.355
C -0.316 -2.498 0.798
C -5.601 1.814 -0.009
C -6.087 0.575 0.418
C 3.728 1.449 -0.889
C 0.588 -2.732 -1.519
H 2.325 -1.426 -0.286
H -3.134 -0.972 0.959
H -5.523 -1.387 1.111
H -1.120 -3.180 0.526
H -7.697 -0.993 1.938
H -0.686 -1.806 1.553
H 1.038 -2.216 -2.363
H 2.635 1.502 0.830
H -0.827 -0.722 -2.057
H 7.738 0.615 -1.039
H -9.074 -0.622 0.873
H -3.864 2.992 -0.435
H 0.490 -3.083 1.235
H -0.280 -3.283 -1.874
H 6.264 -0.146 -1.641
H 5.610 2.487 -0.810
H 1.412 -0.762 1.067
H 0.418 3.294 0.504
H 4.463 2.971 0.476
H -6.312 2.586 -0.252
H -1.931 -1.388 -0.858
H 1.580 0.463 -1.719
H 7.514 -1.132 -0.839
H -7.714 -1.589 0.253
H 1.309 -3.447 -1.129


#B
54
Properties=species:S:1:pos:R:3 method="wB97M-V/def2-TZVPD" homo_ha=-0.3123 molar_mass_da=395.463 lumo_ev=-0.59 orbital_gap_ev=7.910 smiles="C/C(=N/NC(=O)CN1CCN(Cc2ccccc2)CC1)c1ccc([N+](=O)[O-])cc1"
O 2.800 -1.036 -2.285
O 1.261 -2.441 -1.768
O -1.056 2.559 -0.308
N -0.444 -1.666 2.741
N -1.529 0.784 1.836
N 1.638 -1.341 -2.120
N -3.274 2.879 -2.012
N -3.264 2.332 -0.750
C -0.227 -0.431 3.470
C -2.367 2.616 -2.864
C -1.295 1.607 -2.713
C -1.412 0.508 3.252
C 4.517 -1.549 1.852
C -2.427 3.344 -4.167
C 2.810 -1.711 3.530
C -2.169 2.277 0.070
C 2.412 -2.577 1.336
C -0.704 -0.690 -2.290
C 1.022 0.970 -2.636
C -1.664 0.284 -2.466
C -0.580 -1.379 1.327
C 0.548 -2.698 3.029
C 1.959 -2.340 2.629
C 0.638 -0.337 -2.355
C 4.082 -1.320 3.146
C -1.771 -0.452 1.122
C -2.476 1.818 1.491
C 0.055 1.934 -2.828
C 3.680 -2.181 0.949
H -2.328 0.038 3.652
H 0.502 -2.895 4.104
H -1.548 3.977 -4.274
H 5.506 -1.239 1.550
H -3.319 3.962 -4.202
H -1.234 1.445 3.784
H -2.713 0.025 -2.413
H -0.973 -1.717 -2.091
H 0.316 -0.883 0.917
H -2.312 2.671 2.156
H -0.742 -2.317 0.791
H -1.882 -0.229 0.060
H 0.344 2.956 -3.014
H 0.690 0.085 3.142
H 2.477 -1.531 4.543
H 4.012 -2.362 -0.062
H 2.072 1.210 -2.685
H -2.690 -0.950 1.482
H -0.141 -0.665 4.534
H -3.529 1.492 1.585
H 4.733 -0.835 3.859
H 1.771 -3.077 0.624
H -4.182 2.376 -0.326
H 0.229 -3.600 2.499
H -2.433 2.635 -4.993


The most stable of them is #A.


#A
13
Properties=species:S:1:pos:R:3 method="wB97M-V/def2-TZVPD" homo_ha=-0.1303 molar_mass_da=149.216 lumo_ev=3.10 charge=-1 orbital_gap_ev=6.647 smiles="[O-]/C(O)=C/[C@@H](S)C=S"
S -0.546 0.644 2.483
S -1.317 -2.297 -0.610
O 1.488 -0.607 -1.560
O 1.428 1.576 -1.959
C -0.062 0.756 -0.349
C -1.341 -0.787 0.119
C 0.988 0.674 -1.313
C -0.162 -0.209 0.830
H -0.366 1.727 -0.096
H 0.702 -0.837 1.129
H 0.873 -1.348 -1.493
H 0.649 0.864 2.681
H -2.336 -0.156 0.139


#B
13
Properties=species:S:1:pos:R:3 method="wB97M-V/def2-TZVPD" homo_ha=-0.1070 molar_mass_da=149.216 lumo_ev=3.13 charge=-1 orbital_gap_ev=6.042
S -2.298 1.763 -0.187
S -0.523 -2.686 0.714
O 2.333 1.049 1.328
O 3.003 0.927 -0.868
C 0.052 -0.359 -0.765
C -1.077 -1.090 -0.176
C -0.564 0.252 0.314
C 2.621 0.999 0.210
H 0.247 -0.217 -1.782
H 0.328 -1.942 1.477
H -2.216 -1.196 -0.393
H -1.614 1.995 -1.182
H -0.292 0.505 1.309


The most stable of them is #A.